No. 1
# C10H30FInO5S5

C10H30FInO5S5 as an isolated structure in a non-equilibrium geometry (ωB97M-V with the def2-TZVPD basis set, OMol25).

Properties
HOMO level = -14.35 eV
Total charge = +2
Energy relative to the best compared isomer or geometry (same formula, charge and spin) = 0.0 kcal per mole
HOMO-LUMO gap = 0.1356 Eh

Element x y z (Å)
In1 0.71 -0.72 -2.22
F1 -1.19 -2.72 -2.01
C1 -2.10 -0.06 2.40
S1 -0.99 -1.17 1.55
O1 -0.58 -0.47 0.29
C2 0.42 -0.93 2.65
H1 -2.00 -0.18 3.48
H2 -3.15 -0.18 2.15
H3 -1.82 0.98 2.22
H4 0.22 -1.33 3.65
H5 0.53 0.15 2.78
H6 1.34 -1.34 2.26
C3 4.40 1.43 -0.58
S2 2.88 1.59 0.40
O2 2.15 0.29 0.11
C4 3.56 1.22 2.05
H7 4.75 0.41 -0.46
H8 5.10 2.21 -0.27
H9 4.24 1.65 -1.63
H10 4.15 0.30 1.97
H11 2.69 1.08 2.68
H12 4.27 1.99 2.35
C5 -1.57 3.59 -1.86
S3 -0.59 2.66 -0.68
O3 0.34 1.89 -1.59
C6 0.43 4.05 -0.20
H13 -2.09 2.86 -2.48
H14 -0.92 4.25 -2.42
H15 -2.38 4.13 -1.35
H16 1.00 4.34 -1.09
H17 1.10 4.03 0.66
H18 -0.19 4.93 0.02
C7 -4.47 1.05 -3.18
S4 -3.34 -0.23 -2.54
O4 -1.90 0.15 -2.72
C8 -3.86 -0.23 -0.84
H19 -5.36 0.52 -3.51
H20 -4.04 1.64 -3.98
H21 -4.66 1.69 -2.31
H22 -3.46 -1.06 -0.26
H23 -4.95 -0.33 -0.86
H24 -3.63 0.71 -0.32
C9 0.11 -4.77 0.45
S5 1.61 -4.22 -0.37
O5 1.49 -2.71 -0.42
C10 2.87 -4.60 0.88
H25 0.15 -5.81 0.78
H26 -0.77 -4.67 -0.20
H27 -0.09 -4.13 1.31
H28 3.30 -5.57 0.63
H29 2.59 -4.47 1.92
H30 3.69 -3.90 0.72

Here are the Mulliken charges for atoms 1 to 2, given in e: atom 1 (In): 1.419, atom 2 (F): -0.563

***

No. 2
# C10H30Fe2N2O16

C10H30Fe2N2O16 as an isolated structure in a non-equilibrium geometry (ωB97M-V with the def2-TZVPD basis set, OMol25).

Properties
HOMO level (spin up / spin down) = -6.75 / -11.10 eV
Total charge = +1
Spin multiplicity = 10
HOMO-LUMO gap (spin up / spin down) = 0.1442 / 0.3022 Eh

Element x y z (Å)
Fe1 -1.47 -1.70 1.15
Fe2 2.08 -0.67 -2.26
N1 -0.44 -2.50 -2.03
O1 -1.26 -3.17 -2.70
O2 0.57 -2.01 -2.54
O3 -0.61 -2.31 -0.82
N2 0.60 0.65 0.52
O4 -0.24 -0.05 1.06
O5 1.17 0.30 -0.52
O6 1.08 1.65 0.95
C1 -4.40 -2.08 0.10
C2 -4.27 -0.96 1.21
O7 -3.04 -0.27 0.87
O8 -3.38 -3.02 0.42
H1 -4.17 -1.71 -0.90
H2 -5.38 -2.54 0.08
H3 -4.07 -1.34 2.21
H4 -5.02 -0.17 1.17
H5 -3.01 0.65 1.14
H6 -3.65 -3.82 -0.05
C3 1.07 0.39 -4.66
C4 2.37 -0.05 -5.12
O9 2.69 -1.06 -4.23
O10 1.20 0.89 -3.39
H7 0.27 -0.34 -4.78
H8 0.76 1.27 -5.22
H9 3.20 0.66 -5.19
H10 2.32 -0.63 -6.04
H11 3.50 -1.46 -4.57
H12 0.60 1.62 -3.23
C5 4.91 1.93 3.14
C6 4.94 3.04 2.16
O11 3.60 3.53 1.77
O12 4.43 0.74 2.37
H13 4.26 2.09 4.00
H14 5.82 1.55 3.60
H15 5.63 2.77 1.36
H16 5.49 3.86 2.64
H17 3.10 2.76 1.48
H18 5.23 0.61 1.86
C7 -0.92 -3.72 3.24
C8 -1.02 -2.37 3.85
O13 -1.83 -1.42 3.14
O14 -1.08 -3.67 1.84
H19 -1.75 -4.39 3.48
H20 0.07 -4.10 3.49
H21 -0.06 -1.89 4.04
H22 -1.52 -2.62 4.79
H23 -2.33 -0.89 3.76
H24 -1.14 -4.62 1.72
C9 -2.03 3.07 -1.58
C10 -0.91 3.72 -0.70
O15 -1.13 3.34 0.60
O16 -1.92 1.65 -1.63
H25 -1.88 3.46 -2.59
H26 -3.07 3.11 -1.28
H27 -1.01 4.81 -0.73
H28 0.00 3.29 -1.12
H29 -0.34 2.89 0.89
H30 -2.62 1.28 -2.18

Here are the Mulliken charges for atoms 1 to 2, given in e: atom 1 (Fe): 1.153, atom 2 (Fe): 0.032

***

No. 3
# C10H30O2P2RhSi

C10H30O2P2RhSi as an isolated structure in a non-equilibrium geometry (ωB97M-V with the def2-TZVPD basis set, OMol25).

Properties
HOMO level (spin up / spin down) = -9.04 / -13.55 eV
Total charge = +1
Spin multiplicity = 5
Energy relative to the best compared isomer or geometry (same formula, charge and spin) = 0.0 kcal per mole
HOMO-LUMO gap (spin up / spin down) = 0.2300 / 0.2747 Eh

Element x y z (Å)
Rh1 -0.88 -1.72 0.03
H1 2.34 0.04 -1.64
H2 2.69 -0.08 -0.96
P1 -0.96 -1.21 -2.28
P2 0.93 -2.10 1.53
C1 0.10 -1.75 3.14
H3 0.54 -2.28 4.00
H4 0.14 -0.67 3.33
H5 -0.95 -2.03 3.01
C2 1.39 -3.89 1.69
H6 1.93 -4.15 0.76
H7 2.01 -4.14 2.55
H8 0.46 -4.46 1.72
C3 2.58 -1.26 1.74
H9 2.46 -0.20 1.99
H10 3.15 -1.72 2.58
H11 3.21 -1.32 0.85
C4 -1.28 -2.72 -3.29
H12 -1.56 -2.57 -4.34
H13 -0.35 -3.31 -3.25
H14 -2.06 -3.28 -2.77
C5 -2.55 -0.27 -2.36
H15 -2.37 0.78 -2.15
H16 -3.07 -0.36 -3.33
H17 -3.19 -0.68 -1.57
C6 0.14 -0.21 -3.41
H18 1.17 -0.57 -3.42
H19 -0.23 -0.24 -4.46
H20 0.16 0.84 -3.12
C7 -0.95 0.30 0.61
O1 -1.80 0.58 1.39
H21 0.12 -2.70 -0.76
C8 -1.96 3.53 0.19
Si1 -0.23 2.87 0.72
C9 1.12 4.02 -0.09
C10 0.07 2.87 2.62
O2 -0.05 1.21 0.10
H22 -1.96 4.57 0.57
H23 -2.84 3.02 0.59
H24 -2.19 3.62 -0.89
H25 1.04 5.04 0.26
H26 2.15 3.71 0.13
H27 1.09 4.08 -1.20
H28 -0.63 2.31 3.27
H29 1.07 2.54 2.96
H30 0.00 3.93 2.93

Here are the Mulliken charges for atoms 1 to 2, given in e: atom 1 (Rh): -1.311, atom 2 (H): -0.009

***

No. 4
# C10H30O5

A 5-piece molecular cluster, C10H30O5 overall in a non-equilibrium geometry (ωB97M-V with the def2-TZVPD basis set, OMol25).

Properties
HOMO level = -9.73 eV
Energy relative to the best compared isomer or geometry (same formula, charge and spin) = 42.5 kcal per mole
HOMO-LUMO gap = 0.3763 Eh

Element x y z (Å)
C1 1.63 1.17 -1.98
C2 1.90 0.80 -0.50
O1 1.66 1.91 0.39
H1 0.61 1.51 -2.11
H2 1.62 0.24 -2.55
H3 2.48 1.78 -2.30
H4 2.88 0.35 -0.35
H5 1.23 -0.01 -0.23
H6 1.04 1.75 1.10
C3 1.11 2.36 5.54
C4 1.57 0.93 5.91
O2 1.30 -0.05 4.97
H7 0.15 2.30 5.02
H8 1.82 2.94 4.95
H9 0.88 2.72 6.54
H10 1.21 0.66 6.90
H11 2.63 0.78 6.10
H12 1.61 -0.88 5.33
C5 -1.59 -0.22 0.91
C6 -0.43 -0.64 1.83
O3 0.04 0.50 2.49
H13 -2.33 0.38 1.44
H14 -2.03 -0.98 0.26
H15 -1.07 0.51 0.30
H16 0.36 -1.14 1.26
H17 -0.74 -1.45 2.49
H18 0.37 0.20 3.34
C7 1.31 -2.45 -2.18
C8 0.38 -2.53 -3.47
O4 1.07 -3.07 -4.56
H19 0.79 -2.03 -1.31
H20 2.30 -2.04 -2.35
H21 1.48 -3.45 -1.79
H22 0.05 -1.55 -3.82
H23 -0.50 -3.11 -3.19
H24 0.55 -2.97 -5.35
C9 -2.64 -0.01 -2.41
C10 -3.17 0.98 -3.44
O5 -3.75 0.37 -4.59
H25 -2.31 -0.94 -2.87
H26 -3.52 -0.36 -1.88
H27 -2.02 0.48 -1.66
H28 -2.37 1.61 -3.84
H29 -3.79 1.75 -2.97
H30 -3.76 0.90 -5.39

Here are the Mulliken charges for atoms 1 to 2, given in e: atom 1 (C): -0.776, atom 2 (C): 0.295